C2HClO4 | ωB97M-V with the def2-TZVPD basis set

The geometry in XYZ format:
```
8
Properties=species:S:1:pos:R:3:mulliken_charge:R:1
O 3.17 -0.77 -1.45 -0.458
C 2.49 -0.47 -0.53 0.459
O 2.92 -0.69 0.74 -0.114
O 1.89 0.11 1.38 -0.171
C 1.30 0.37 0.12 0.567
O 0.01 -0.61 -0.09 -0.499
Cl 1.02 2.05 -0.06 -0.104
H -0.38 -0.81 0.80 0.320
```

Energy relative to the best compared isomer or geometry (same formula, charge and spin)   128.05 kcal/mol
SMILES string   O=C1OO[C@@]1(O)Cl
Charge   0
Gap between HOMO and LUMO   11.7 eV
Spin multiplicity   1
E_HOMO   -11.41 eV



C40H90B4F28N8O11S4 | ωB97M-V with the def2-TZVPD basis set

The geometry in XYZ format:
```
185
Properties=species:S:1:pos:R:3:mulliken_charge:R:1
C 1.89 0.31 -6.63 -1.154
C 1.83 1.78 -6.24 0.122
C 0.85 2.54 -7.13 -0.592
O 1.42 2.45 -8.41 -0.327
C 0.71 3.21 -9.32 -0.860
N 1.18 1.81 -4.86 0.552
H 1.72 1.12 -4.25 -0.247
H 1.18 2.72 -4.39 0.422
H 0.23 1.43 -4.97 0.029
H 2.24 0.10 -7.67 0.354
H 0.87 -0.11 -6.50 0.246
H 2.55 -0.23 -5.94 0.334
H 2.76 2.32 -6.27 0.510
H 0.74 3.54 -6.67 0.465
H -0.10 2.02 -7.11 0.353
H 1.25 3.21 -10.25 0.287
H 0.75 4.27 -9.12 0.333
H -0.28 2.81 -9.41 0.343
C -7.20 -3.78 3.12 -1.449
C -6.47 -2.45 2.75 0.143
C -5.89 -1.73 3.93 -0.647
O -5.12 -0.66 3.47 -0.344
C -3.74 -0.62 3.94 -1.093
N -5.41 -2.80 1.78 -0.015
H -4.81 -3.50 2.23 0.104
H -5.66 -3.25 0.88 0.433
H -4.86 -1.91 1.68 0.202
H -6.55 -4.53 3.57 0.329
H -7.58 -4.24 2.20 0.421
H -8.07 -3.56 3.79 0.416
H -7.18 -1.84 2.20 0.344
H -5.25 -2.41 4.51 0.414
H -6.70 -1.34 4.64 0.276
H -3.08 -1.26 3.38 0.295
H -3.70 -0.80 4.98 0.600
H -3.42 0.39 3.91 0.463
C 5.87 4.45 -0.22 -1.400
C 4.81 4.02 0.81 0.799
C 4.55 2.55 0.92 -0.106
O 3.53 2.35 1.93 0.027
C 3.64 1.29 2.88 -0.466
N 5.02 4.54 2.27 -0.059
H 4.39 5.34 2.33 0.455
H 4.66 3.86 2.92 0.192
H 5.95 4.78 2.56 0.382
H 6.80 3.86 -0.11 0.386
H 5.98 5.56 -0.23 0.430
H 5.39 4.09 -1.12 0.258
H 3.91 4.62 0.56 -0.334
H 5.48 2.02 1.10 0.600
H 4.07 2.17 -0.02 -0.329
H 4.45 0.62 2.56 0.382
H 2.76 0.62 2.81 -0.144
H 3.75 1.70 3.95 0.219
C -5.70 1.37 -0.01 -1.030
C -4.58 2.29 0.67 0.410
C -4.50 3.52 -0.31 -1.277
N -3.33 4.45 -0.13 0.718
C -2.11 3.70 -0.05 -1.648
C -3.47 5.38 1.11 -0.879
C -2.45 6.60 0.82 0.640
C -2.24 6.53 -0.72 -0.954
C -3.29 5.48 -1.24 -0.532
H -5.25 1.05 -0.96 0.309
H -6.53 2.09 -0.21 0.345
H -6.09 0.53 0.54 0.138
H -3.57 1.82 0.70 -0.047
H -4.75 2.52 1.72 0.376
H -5.37 4.17 -0.40 0.601
H -4.29 3.04 -1.23 0.319
H -1.25 4.25 -0.34 0.626
H -2.13 2.85 -0.80 -0.133
H -1.94 3.36 0.98 0.483
H -3.16 4.89 2.07 0.338
H -4.52 5.58 1.20 0.451
H -1.58 6.41 1.44 -0.619
H -2.93 7.49 1.20 0.485
H -1.27 6.12 -0.93 0.239
H -2.18 7.51 -1.19 0.530
H -3.12 5.05 -2.21 0.438
H -4.29 5.98 -1.12 0.418
C 0.54 0.46 1.19 -0.468
C 0.21 -0.84 0.43 1.724
C 0.15 -0.59 -1.05 -0.557
N -0.47 -1.71 -1.86 1.464
C -0.13 -3.11 -1.38 -0.306
C 0.03 -1.50 -3.30 0.313
C -1.06 -2.15 -4.15 -1.045
C -2.34 -2.24 -3.31 -0.786
C -1.96 -1.58 -1.99 -0.129
H 0.25 0.41 2.22 0.497
H 0.01 1.27 0.60 -0.501
H 1.58 0.74 1.05 -0.281
H -0.79 -1.14 0.76 -0.162
H 0.92 -1.60 0.62 -0.355
H 1.14 -0.27 -1.38 0.273
H -0.51 0.25 -1.20 -0.387
H 0.94 -3.13 -1.22 0.361
H -0.41 -3.84 -2.19 0.699
H -0.60 -3.32 -0.46 -0.832
H 1.10 -1.89 -3.36 0.017
H 0.08 -0.43 -3.39 -0.230
H -0.84 -3.15 -4.39 0.605
H -1.18 -1.63 -5.12 0.408
H -2.61 -3.33 -3.22 0.306
H -3.20 -1.83 -3.83 0.494
H -2.51 -1.87 -1.10 0.150
H -2.06 -0.54 -2.17 -0.089
C 4.25 -7.61 3.47 -1.539
C 3.44 -6.82 2.42 0.148
C 1.97 -6.86 2.84 -1.018
N 0.98 -5.91 2.20 0.963
C 0.76 -6.34 0.75 -0.704
C 1.51 -4.47 2.14 -0.519
C 0.18 -3.64 2.24 1.540
C -0.54 -4.35 3.34 -0.244
C -0.37 -5.83 2.92 -0.983
H 3.94 -7.31 4.47 0.360
H 5.32 -7.41 3.41 0.396
H 4.10 -8.67 3.40 0.386
H 3.59 -7.15 1.44 0.357
H 3.95 -5.85 2.43 0.137
H 1.92 -6.57 3.88 0.516
H 1.60 -7.88 2.74 0.394
H 1.63 -6.15 0.10 0.244
H -0.06 -5.83 0.32 0.002
H 0.44 -7.35 0.66 0.485
H 2.14 -4.32 1.20 -0.512
H 2.10 -4.26 3.06 0.412
H -0.31 -3.73 1.28 -0.969
H 0.42 -2.62 2.47 -0.109
H -1.58 -3.96 3.46 0.191
H 0.00 -4.16 4.29 0.543
H -1.07 -6.00 2.11 0.289
H -0.40 -6.53 3.75 0.352
B -1.94 2.17 -3.76 0.328
F -1.75 3.46 -4.28 -0.372
F -3.31 2.09 -3.38 -0.413
F -1.72 1.13 -4.76 -0.473
F -1.07 1.92 -2.68 0.026
B 3.58 1.58 -2.67 -0.051
F 2.80 2.28 -1.75 -0.012
F 2.84 0.49 -3.26 -0.620
F 3.91 2.51 -3.65 -0.314
F 4.72 0.96 -2.13 -0.296
B -3.33 -5.04 0.93 0.144
F -4.71 -5.32 0.69 -0.377
F -3.28 -5.16 2.31 -0.393
F -2.46 -5.79 0.25 -0.299
F -3.09 -3.74 0.49 0.010
B -0.43 -0.66 4.88 0.271
F -1.36 -1.63 5.29 -0.456
F -1.06 0.56 4.61 -0.360
F 0.46 -0.46 5.91 -0.363
F 0.18 -1.09 3.73 -0.254
C 5.18 -2.31 0.35 0.597
F 6.26 -2.40 1.10 -0.235
F 4.19 -2.00 1.14 -0.147
F 5.31 -1.38 -0.60 -0.181
S 5.02 -3.95 -0.39 0.797
O 6.07 -3.92 -1.34 -0.633
O 5.01 -4.75 0.85 -0.714
N 3.62 -4.04 -1.08 -0.126
S 3.30 -5.08 -2.22 0.920
O 3.98 -6.33 -2.14 -0.665
O 1.86 -5.04 -2.43 -0.630
C 3.91 -4.26 -3.75 0.539
F 3.78 -2.93 -3.73 -0.160
F 5.20 -4.37 -4.00 -0.226
F 3.24 -4.67 -4.84 -0.257
C 0.93 4.51 2.04 0.447
F -0.33 4.55 2.39 -0.148
F 1.57 3.93 3.12 -0.166
F 0.98 3.59 1.10 0.130
S 1.44 6.20 1.48 0.753
O 2.91 6.22 1.69 -0.900
O 1.00 6.13 0.06 -0.640
N 0.53 7.23 2.15 -0.328
S 0.87 7.60 3.69 0.983
O 1.81 6.68 4.28 -0.559
O 1.13 9.00 3.76 -0.666
C -0.81 7.53 4.50 0.725
F -1.29 6.33 4.54 -0.188
F -0.55 7.96 5.74 -0.227
F -1.59 8.36 3.91 -0.221
```

Energy relative to the best compared isomer or geometry (same formula, charge and spin)   0.00 kcal/mol
Charge   0
Gap between HOMO and LUMO   9.3 eV
Spin multiplicity   1
E_HOMO   -9.69 eV



C5H8O2 | ωB97M-V with the def2-TZVPD basis set

The geometry in XYZ format:
```
15
Properties=species:S:1:pos:R:3:mulliken_charge:R:1
C -1.35 0.84 -1.17 -1.206
C -0.03 1.05 -0.45 0.698
O 0.59 2.09 -0.56 -0.597
C 0.48 0.05 0.55 0.780
O 1.07 0.68 1.64 -0.574
C 1.13 -1.25 0.08 -0.755
C -0.19 -1.25 0.82 -0.717
H -1.49 1.67 -1.87 0.328
H -1.42 -0.12 -1.70 0.338
H -2.14 0.86 -0.41 0.331
H 1.46 1.49 1.27 0.353
H 2.01 -1.50 0.66 0.280
H 1.16 -1.54 -0.97 0.261
H -1.08 -1.49 0.25 0.208
H -0.19 -1.58 1.86 0.272
```

Energy relative to the best compared isomer or geometry (same formula, charge and spin)   27.35 kcal/mol
SMILES string   CC(=O)C1(O)CC1
Charge   0
Gap between HOMO and LUMO   10.6 eV
Spin multiplicity   1
E_HOMO   -9.67 eV



C17H26N2O | ωB97M-V with the def2-TZVPD basis set

The geometry in XYZ format:
```
46
Properties=species:S:1:pos:R:3:mulliken_charge:R:1
C -5.57 -0.65 -0.21 -1.170
C -4.43 -0.30 -1.16 -0.739
N -3.12 -0.38 -0.55 0.256
C -2.60 -1.70 -0.25 -0.603
C -2.77 -2.10 1.22 -1.025
C -2.46 0.79 -0.32 -0.082
O -2.96 1.86 -0.58 -0.705
C -1.03 0.71 0.20 1.426
C -0.73 1.91 1.11 -1.138
C 0.75 1.94 1.48 -0.578
C 1.61 1.92 0.21 -0.894
N 1.31 0.81 -0.68 0.220
C 1.85 -0.46 -0.23 -0.408
C 3.35 -0.44 -0.25 0.142
C 4.02 0.06 -1.36 -0.254
C 5.40 0.08 -1.41 -0.616
C 6.13 -0.41 -0.34 -0.372
C 5.48 -0.92 0.77 -0.629
C 4.10 -0.93 0.81 -0.385
C -0.09 0.79 -1.02 -1.644
H -6.52 -0.45 -0.70 0.411
H -5.50 -0.05 0.69 0.312
H -5.55 -1.70 0.06 0.274
H -4.45 -0.97 -2.03 0.422
H -4.55 0.73 -1.51 0.408
H -1.55 -1.76 -0.53 0.202
H -3.15 -2.41 -0.87 0.473
H -3.82 -2.14 1.50 0.353
H -2.33 -3.08 1.38 0.370
H -2.28 -1.39 1.88 0.215
H -0.84 -0.21 0.75 0.087
H -1.01 2.82 0.58 0.325
H -1.35 1.85 2.02 0.451
H 0.97 2.83 2.06 0.428
H 0.99 1.07 2.10 0.311
H 2.67 1.88 0.47 0.423
H 1.42 2.84 -0.35 0.392
H 1.50 -1.23 -0.93 0.430
H 1.50 -0.75 0.78 0.224
H 3.43 0.45 -2.19 0.377
H 5.90 0.48 -2.27 0.381
H 7.21 -0.40 -0.38 0.376
H 6.05 -1.30 1.60 0.385
H 3.59 -1.32 1.68 0.356
H -0.27 -0.05 -1.69 0.463
H -0.31 1.71 -1.56 0.348
```

Energy relative to the best compared isomer or geometry (same formula, charge and spin)   19.95 kcal/mol
SMILES string   CCN(CC)C(=O)[C@@H]1CCCN(Cc2ccccc2)C1
Charge   0
Gap between HOMO and LUMO   9.0 eV
Spin multiplicity   1
E_HOMO   -8.30 eV



C22H50B3F12N6O2 | ωB97M-V with the def2-TZVPD basis set

The geometry in XYZ format:
```
95
Properties=species:S:1:pos:R:3:mulliken_charge:R:1
C 1.17 -22.48 14.11 -1.291
C 1.59 -22.10 12.61 0.359
N 3.03 -21.93 12.68 0.369
C 3.83 -20.82 13.05 -0.585
C 5.07 -21.02 12.49 -0.377
N 5.15 -22.41 12.10 0.200
C 3.86 -22.85 12.15 -0.353
C 6.29 -23.08 11.71 -0.825
H 1.84 -22.04 14.85 0.398
H 1.37 -23.49 14.46 0.369
H 0.25 -21.99 14.42 0.413
H 1.09 -21.21 12.24 0.351
H 1.31 -22.99 12.04 -0.401
H 3.38 -19.90 13.39 0.477
H 6.01 -20.50 12.38 0.508
H 3.69 -23.86 11.79 0.468
H 6.59 -23.89 12.39 0.312
H 7.13 -22.39 11.70 0.262
H 6.08 -23.47 10.72 0.440
C 10.17 -21.94 3.75 -1.211
C 9.18 -20.80 3.93 -0.186
N 8.48 -20.93 5.25 0.197
C 8.99 -21.39 6.43 -0.425
C 7.90 -21.38 7.39 -0.461
N 6.75 -20.86 6.79 0.348
C 7.17 -20.59 5.50 -0.217
C 5.48 -20.65 7.43 -1.063
H 10.74 -21.96 2.82 0.371
H 9.80 -22.97 3.79 0.343
H 10.91 -21.85 4.54 0.328
H 8.31 -20.74 3.27 0.351
H 9.67 -19.83 3.86 0.256
H 10.02 -21.70 6.50 0.340
H 7.99 -21.68 8.43 0.431
H 6.51 -20.09 4.81 0.402
H 5.77 -19.87 8.13 0.529
H 5.27 -21.56 8.00 0.241
H 4.66 -20.31 6.79 0.426
C -2.58 -23.32 8.96 -0.764
N -1.60 -24.50 9.03 0.102
C -2.22 -25.52 10.13 -0.867
C -1.42 -25.24 7.71 -0.850
C -0.29 -23.88 9.54 -0.046
C 0.78 -24.90 9.86 -0.580
O 0.57 -25.41 11.14 -0.589
H -3.47 -23.62 8.40 0.385
H -2.06 -22.52 8.42 0.263
H -2.57 -22.93 9.98 0.420
H -2.38 -24.87 10.99 0.334
H -1.52 -26.30 10.40 0.301
H -3.18 -25.82 9.71 0.407
H -2.43 -25.56 7.45 0.426
H -0.83 -26.14 7.89 0.370
H -0.94 -24.47 7.11 0.301
H -0.66 -23.25 10.35 0.345
H 0.04 -23.16 8.79 -0.027
H 1.69 -24.30 9.94 0.200
H 1.04 -25.63 9.10 0.594
H 1.39 -25.79 11.46 0.323
C 2.83 -16.46 8.93 -0.737
N 3.39 -16.86 10.34 0.386
C 2.41 -17.01 11.49 -0.759
C 4.08 -18.19 10.44 -0.882
C 4.40 -15.76 10.77 -0.594
C 3.85 -14.32 11.00 -0.670
O 2.97 -14.25 12.06 -0.484
H 3.60 -16.10 8.26 0.314
H 2.06 -15.69 8.95 0.320
H 2.45 -17.39 8.50 0.264
H 2.82 -16.74 12.47 0.385
H 1.92 -17.98 11.59 0.164
H 1.64 -16.27 11.29 0.396
H 3.28 -18.89 10.19 0.262
H 4.41 -18.38 11.46 0.265
H 4.96 -18.32 9.82 0.380
H 5.13 -15.60 9.97 0.396
H 4.82 -16.20 11.67 0.405
H 3.43 -13.77 10.15 0.390
H 4.70 -13.72 11.34 0.420
H 2.79 -13.32 12.25 0.321
B -1.32 -22.51 5.38 0.223
F -0.45 -22.82 4.38 -0.359
F -2.33 -23.45 5.59 -0.416
F -0.51 -22.42 6.45 -0.207
F -1.90 -21.30 5.15 -0.370
B 1.59 -20.56 8.41 0.183
F 0.34 -20.19 8.04 -0.259
F 1.72 -21.86 7.99 -0.363
F 2.48 -19.73 7.75 -0.249
F 1.66 -20.62 9.80 -0.281
B 3.31 -23.80 5.67 0.281
F 2.45 -23.60 4.58 -0.363
F 2.74 -24.57 6.60 -0.272
F 4.35 -24.53 5.15 -0.383
F 3.73 -22.56 6.21 -0.246
```

Charge   +1
Gap between HOMO and LUMO   6.7 eV
Spin multiplicity   1
E_HOMO   -9.82 eV



C28H53O2PSe2Si2Ti | ωB97M-V with the def2-TZVPD basis set

The geometry in XYZ format:
```
89
Properties=species:S:1:pos:R:3:mulliken_spin:R:1
O 2.53 0.02 -1.48 -0.019
O 0.01 1.21 -5.86 0.000
C 3.14 1.32 -1.55 0.003
C 4.55 1.15 -1.04 0.001
H 2.57 1.93 -0.83 0.003
H 3.06 1.84 -2.54 0.000
H 4.56 0.82 0.01 0.000
H 5.06 2.12 -1.15 0.000
H 5.10 0.40 -1.62 0.000
C 2.31 -0.75 -2.68 0.002
C 2.87 -0.23 -3.99 0.000
H 1.22 -0.88 -2.77 -0.001
H 2.71 -1.74 -2.43 -0.001
H 2.14 0.45 -4.49 0.000
H 3.05 -1.11 -4.65 0.000
H 3.83 0.30 -3.85 0.000
C -1.04 0.39 -5.37 -0.001
C -0.24 2.60 -5.67 0.000
C -0.85 -1.06 -5.79 0.000
H -2.04 0.74 -5.73 0.000
H -1.03 0.47 -4.25 0.001
H -0.65 -1.16 -6.86 0.000
H -1.77 -1.61 -5.54 0.000
H -0.04 -1.53 -5.23 0.000
C 0.43 3.46 -6.75 0.000
H 0.21 2.84 -4.68 0.000
H -1.32 2.85 -5.67 0.000
H 1.51 3.32 -6.78 0.000
H 0.26 4.51 -6.48 0.000
H 0.00 3.30 -7.74 0.000
H 0.00 0.55 -0.61 0.004
Ti 0.38 -0.20 1.18 1.089
C -0.59 1.14 -1.37 -0.047
Si -1.57 2.48 -0.62 0.000
H 0.08 1.67 -2.07 -0.006
H -1.23 0.45 -1.91 0.003
C -0.61 4.09 -0.89 0.001
C -2.33 2.61 1.08 -0.002
C -3.04 2.23 -1.78 0.002
C 2.00 -1.36 1.00 -0.056
Si 1.31 -2.98 0.35 -0.015
H 2.45 -1.24 2.02 -0.009
H 2.71 -1.00 0.24 0.026
C 2.82 -3.76 -0.44 -0.004
C -0.10 -2.94 -0.91 0.003
C 0.83 -4.14 1.73 0.003
H -2.75 1.83 -2.76 0.000
H -3.57 3.17 -1.95 0.000
H -3.75 1.51 -1.33 0.000
H 0.22 4.15 -0.18 0.000
H -1.28 4.94 -0.72 0.000
H -0.21 4.17 -1.91 0.000
H -1.63 2.97 1.85 0.000
H -2.79 1.68 1.45 0.002
H -3.14 3.37 1.04 0.000
H 0.22 -3.60 -1.74 0.001
H -0.37 -1.98 -1.37 -0.001
H -1.02 -3.38 -0.49 0.001
H 0.86 -5.16 1.31 0.000
H -0.18 -3.96 2.13 0.001
H 1.55 -4.08 2.55 -0.001
H 2.82 -4.84 -0.24 0.000
H 3.71 -3.33 0.01 0.000
H 2.88 -3.61 -1.53 0.000
Se 0.56 1.40 2.88 -0.007
P -0.88 -0.31 3.67 -0.002
Se -1.50 -1.47 1.78 0.030
C -0.03 -1.23 5.00 -0.016
C 1.17 -1.90 4.71 -0.005
C 1.88 -2.54 5.72 0.003
C 1.41 -2.51 7.04 0.000
C 0.21 -1.85 7.34 0.001
C -0.50 -1.19 6.33 -0.002
C -2.50 0.13 4.37 0.008
C -3.35 -0.95 4.69 0.001
C -4.65 -0.69 5.13 0.001
C -5.09 0.63 5.27 0.001
C -4.23 1.69 4.98 0.000
C -2.93 1.46 4.54 0.000
H 1.57 -1.90 3.69 0.008
H 2.83 -3.04 5.50 0.000
H 1.97 -3.01 7.84 0.000
H -0.17 -1.84 8.36 0.000
H -1.40 -0.62 6.58 0.000
H -3.00 -1.98 4.55 -0.003
H -5.31 -1.52 5.36 0.000
H -6.10 0.82 5.65 0.000
H -4.59 2.72 5.07 0.000
H -2.24 2.29 4.31 0.001
```

Charge   +1
Gap between HOMO and LUMO (spin up / spin down)   7.2 / 8.1 eV
Spin multiplicity   2
E_HOMO (spin up / spin down)   -10.80 / -11.61 eV



| no. | energy (eV) |
| --- | --- |
| 1 | -22798.0538 |
| 2 | -199539.2920 |
| 3 | -9408.6464 |
| 4 | -23079.2899 |
| 5 | -71303.9406 |
| 6 | -212837.1889 |